{
  "formula": "C20H20FN5O4S2",
  "method": "the ωB97M-V functional and the def2-TZVPD basis",
  "symbols": ["O", "C", "N", "H", "C", "C", "N", "N", "C", "S", "N", "C", "C", "C", "C", "C", "C", "H", "H", "F", "H", "H", "H", "H", "H", "C", "C", "C", "C", "C", "C", "H", "H", "S", "O", "O", "N", "C", "H", "C", "H", "O", "C", "H", "C", "H", "H", "H", "H", "H", "H", "H"],
  "xyz": [[-1.036, -1.496, -0.126], [-1.118, -0.543, 0.624], [-2.271, 0.148, 0.803], [-2.263, 0.998, 1.342], [-3.413, -0.077, -0.053], [-3.309, 0.744, -1.298], [-3.020, 2.007, -1.287], [-3.037, 2.398, -2.580], [-3.351, 1.377, -3.421], [-3.482, 1.440, -5.048], [-3.520, 0.291, -2.576], [-3.819, -1.019, -3.010], [-2.992, -2.079, -2.650], [-3.288, -3.353, -3.098], [-4.392, -3.541, -3.911], [-5.212, -2.492, -4.290], [-4.921, -1.221, -3.833], [-5.540, -0.386, -4.119], [-6.058, -2.674, -4.933], [-4.677, -4.782, -4.347], [-2.665, -4.192, -2.833], [-2.121, -1.916, -2.033], [-2.840, 3.348, -2.847], [-4.322, 0.197, 0.492], [-3.449, -1.139, -0.308], [0.028, -0.079, 1.463], [0.267, 1.271, 1.703], [1.359, 1.651, 2.466], [2.195, 0.681, 2.985], [1.979, -0.663, 2.745], [0.896, -1.042, 1.972], [0.703, -2.082, 1.754], [2.658, -1.384, 3.168], [3.610, 1.151, 3.978], [3.627, 0.363, 5.172], [3.640, 2.582, 4.098], [4.853, 0.594, 2.989], [6.097, 0.328, 3.690], [5.865, -0.317, 4.537], [7.057, -0.349, 2.712], [8.033, -0.502, 3.174], [7.279, 0.463, 1.582], [6.075, 0.743, 0.911], [6.336, 1.387, 0.070], [5.071, 1.440, 1.833], [4.114, 1.575, 1.326], [5.456, 2.422, 2.140], [5.628, -0.190, 0.537], [6.637, -1.317, 2.401], [6.544, 1.263, 4.057], [1.577, 2.687, 2.673], [-0.371, 2.030, 1.273]],
  "forces_ev_per_angstrom": [[0.088, -0.236, -0.154], [-0.140, 0.207, 0.251], [-0.240, 0.166, 0.131], [0.071, -0.104, 0.021], [0.083, -0.134, 0.037], [0.055, 0.414, 0.014], [0.081, -0.123, 0.847], [-0.273, -0.960, -0.203], [0.126, 0.331, 0.074], [0.000, 0.097, -0.798], [0.160, 0.987, -0.012], [-0.133, -0.642, -0.199], [-0.106, 0.245, -0.172], [-0.200, -0.173, -0.138], [0.072, 0.156, 0.099], [0.079, -0.186, 0.027], [0.086, -0.033, 0.206], [-0.026, 0.060, -0.013], [-0.083, -0.044, -0.060], [0.023, 0.071, 0.011], [0.045, -0.107, 0.014], [0.045, 0.050, 0.053], [-0.039, -0.127, -0.046], [0.096, -0.102, -0.087], [-0.092, 0.179, 0.095], [0.332, 0.102, 0.048], [-0.053, -0.236, 0.006], [0.118, 0.164, 0.137], [0.394, 0.289, 0.181], [-0.099, -0.149, -0.018], [-0.039, 0.062, 0.000], [0.012, -0.085, -0.016], [0.042, -0.185, 0.000], [0.042, -0.183, -0.346], [0.061, -0.264, -0.040], [-0.089, -0.003, -0.259], [-0.864, 0.127, 0.555], [0.445, -0.215, 0.277], [0.202, -0.020, 0.002], [-0.187, 0.011, 0.279], [-0.115, -0.046, 0.038], [0.198, 0.104, -0.014], [-0.382, 0.104, -0.020], [-0.118, -0.050, 0.036], [0.240, 0.237, -0.551], [0.084, 0.075, -0.162], [-0.042, -0.066, -0.085], [0.034, 0.079, -0.024], [0.050, 0.035, 0.052], [0.035, -0.090, 0.004], [-0.023, 0.139, -0.038], [-0.055, 0.074, -0.038]],
  "e_above_lowest_kj_mol": 0.0,
  "smiles": "O=C(NCc1n[nH]c(=S)n1-c1ccc(F)cc1)c1ccc(S(=O)(=O)N2CCOCC2)cc1",
  "multiplicity": 1
}

---

{
  "formula": "C5H11F2N",
  "method": "the ωB97M-V functional and the def2-TZVPD basis",
  "symbols": ["C", "C", "C", "C", "C", "H", "H", "H", "H", "H", "H", "H", "H", "H", "H", "H", "N", "F", "F"],
  "xyz": [[1.294, 1.575, 0.645], [-0.169, -0.261, -0.228], [0.663, -1.348, 0.456], [-0.654, -0.782, -1.595], [-1.410, 0.014, 0.619], [2.033, 0.888, 1.088], [0.628, 1.923, 1.465], [1.842, 2.432, 0.239], [0.055, 1.585, -0.940], [0.947, -1.081, 1.491], [0.100, -2.272, 0.521], [1.572, -1.527, -0.131], [-1.264, -1.669, -1.496], [-1.242, -0.024, -2.091], [0.214, -0.994, -2.215], [-2.087, -0.822, 0.648], [0.639, 0.926, -0.482], [-2.086, 1.090, 0.101], [-1.074, 0.346, 1.905]],
  "forces_ev_per_angstrom": [[0.246, 0.033, 0.513], [0.240, -0.471, -0.129], [0.338, 0.302, 0.423], [0.387, 0.313, 0.369], [0.498, 0.567, -0.076], [-0.222, 0.289, -0.158], [0.296, -0.141, -0.520], [-0.058, -0.111, 0.198], [-0.450, 0.675, -0.530], [-0.093, -0.032, -0.566], [-0.137, -0.231, -0.064], [-0.209, 0.037, 0.142], [-0.122, -0.292, 0.061], [-0.226, 0.275, -0.219], [0.019, -0.086, 0.002], [-0.399, -0.387, 0.115], [0.107, -0.584, 0.435], [-0.034, -0.073, 0.102], [-0.181, -0.082, -0.097]],
  "e_above_lowest_kj_mol": 34.4,
  "smiles": "CNC(C)(C)C(F)F",
  "multiplicity": 1
}

---

{
  "formula": "C39H55N8O7PbS3Si",
  "method": "the ωB97M-V functional and the def2-TZVPD basis",
  "symbols": ["Pb", "S", "C", "N", "C", "C", "N", "C", "C", "C", "C", "C", "C", "C", "C", "S", "C", "C", "C", "C", "C", "C", "C", "H", "H", "H", "H", "H", "H", "H", "H", "H", "H", "H", "H", "H", "H", "H", "H", "H", "H", "N", "C", "N", "S", "H", "H", "H", "H", "N", "C", "O", "C", "C", "N", "C", "N", "H", "H", "C", "C", "C", "C", "O", "Si", "O", "O", "C", "C", "C", "C", "O", "C", "C", "C", "C", "H", "H", "H", "H", "H", "H", "H", "H", "H", "H", "H", "H", "H", "H", "H", "H", "H", "H", "H", "H", "H", "H", "H", "H", "H", "H", "H", "O", "C", "C", "C", "C", "O", "N", "H", "H", "H", "H"],
  "xyz": [[0.247, 2.620, -0.066], [0.164, 0.347, -4.415], [-0.972, -0.654, -3.505], [-1.334, -1.937, -3.786], [-2.612, -2.440, -3.308], [-3.623, -1.355, -2.915], [-3.447, -0.764, -1.606], [-4.673, -0.498, -0.874], [-5.072, -1.649, 0.019], [-4.376, -1.860, 1.209], [-4.685, -2.937, 2.022], [-5.699, -3.818, 1.660], [-6.403, -3.609, 0.486], [-6.090, -2.526, -0.327], [-1.440, 0.194, -2.578], [-0.631, 1.708, -2.993], [-0.473, -2.813, -4.534], [0.367, -3.727, -3.663], [1.129, -3.168, -2.639], [1.934, -3.962, -1.840], [1.987, -5.333, -2.062], [1.230, -5.898, -3.076], [0.422, -5.096, -3.874], [-2.477, -3.131, -2.467], [-3.053, -3.014, -4.134], [-4.584, -1.873, -2.881], [-3.694, -0.609, -3.720], [-5.488, -0.264, -1.569], [-4.530, 0.389, -0.257], [-3.580, -1.173, 1.475], [-4.136, -3.091, 2.943], [-5.937, -4.662, 2.296], [-7.199, -4.287, 0.201], [-6.647, -2.358, -1.243], [0.202, -2.201, -5.142], [-1.077, -3.401, -5.233], [1.079, -2.101, -2.455], [2.495, -3.506, -1.032], [2.610, -5.959, -1.436], [1.260, -6.968, -3.242], [-0.176, -5.543, -4.661], [3.060, 5.826, -1.796], [3.060, 4.573, -1.297], [3.663, 4.418, -0.112], [2.348, 3.289, -2.136], [3.031, 6.563, -1.093], [2.455, 5.955, -2.590], [3.626, 5.236, 0.495], [3.499, 3.544, 0.357], [-3.214, 3.217, 0.658], [-2.455, 2.096, 0.363], [-1.640, 1.709, 1.218], [-2.569, 1.533, -0.962], [-2.274, 0.074, -1.331], [-1.539, -0.547, -0.239], [-3.497, 2.135, -1.851], [-4.254, 2.630, -2.573], [-2.754, 3.799, 1.347], [-3.695, 3.689, -0.091], [4.533, 1.053, 0.184], [4.189, -0.360, -0.255], [3.554, -0.360, -1.641], [5.440, -1.231, -0.244], [3.302, -0.949, 0.694], [1.766, -0.564, 1.141], [1.260, 0.810, 0.475], [0.920, -1.890, 0.704], [-0.417, -2.367, 0.920], [-1.279, -1.960, -0.280], [-0.316, -3.886, 0.954], [-0.973, -1.843, 2.236], [1.725, -0.531, 2.778], [2.155, 0.408, 3.756], [3.598, 0.073, 4.121], [1.235, 0.212, 4.957], [2.048, 1.850, 3.266], [5.222, 1.531, -0.516], [4.987, 1.044, 1.177], [3.616, 1.636, 0.201], [4.199, 0.150, -2.360], [2.595, 0.161, -1.629], [3.403, -1.385, -1.980], [6.181, -0.853, -0.952], [5.184, -2.254, -0.523], [5.881, -1.246, 0.753], [-0.748, -2.304, -1.181], [-0.669, -0.060, -0.054], [-2.226, -2.505, -0.234], [0.054, -4.266, 0.000], [-1.296, -4.327, 1.150], [0.372, -4.194, 1.741], [-1.173, -0.771, 2.189], [-0.270, -2.049, 3.041], [-1.913, -2.355, 2.454], [3.660, -0.958, 4.472], [3.968, 0.736, 4.907], [4.242, 0.171, 3.246], [1.275, -0.827, 5.287], [0.207, 0.448, 4.679], [1.533, 0.857, 5.786], [2.709, 2.025, 2.416], [2.338, 2.531, 4.069], [1.023, 2.086, 2.978], [2.696, 6.961, 0.786], [1.629, 6.548, 1.260], [0.680, 7.490, 2.002], [-0.358, 6.547, 2.580], [0.032, 5.206, 1.967], [-0.606, 4.171, 2.159], [1.157, 5.282, 1.212], [0.268, 8.191, 1.274], [1.236, 8.074, 2.734], [-1.392, 6.782, 2.328], [-0.302, 6.453, 3.665]],
  "forces_ev_per_angstrom": [[0.126, 0.238, 0.218], [0.065, 0.044, -0.138], [0.051, 0.088, 0.151], [-0.237, 0.097, -0.324], [-0.047, -0.098, -0.009], [-0.027, -0.057, -0.058], [-0.040, 0.258, -0.025], [-0.025, -0.017, 0.033], [0.033, -0.016, 0.007], [-0.053, 0.013, -0.014], [-0.011, -0.017, 0.011], [0.019, -0.015, 0.032], [-0.035, -0.032, -0.013], [0.002, 0.022, -0.030], [0.210, -0.070, -0.204], [0.107, -0.246, 0.050], [0.149, -0.089, 0.058], [0.077, 0.061, -0.022], [0.013, 0.009, -0.035], [0.027, 0.004, -0.020], [0.018, 0.002, 0.001], [0.002, -0.038, 0.018], [-0.037, -0.011, 0.010], [-0.015, 0.035, -0.005], [-0.011, -0.015, 0.034], [0.003, 0.004, -0.021], [0.039, -0.003, 0.024], [-0.008, 0.008, 0.008], [0.024, -0.026, 0.014], [0.002, 0.007, -0.015], [-0.003, -0.008, 0.005], [-0.009, -0.001, 0.003], [0.004, -0.002, 0.001], [-0.006, -0.004, -0.008], [-0.058, 0.023, -0.004], [-0.001, -0.045, 0.048], [0.051, 0.007, -0.003], [-0.018, -0.006, 0.014], [0.001, -0.008, 0.005], [0.000, -0.006, -0.012], [-0.003, -0.002, -0.015], [-0.264, 0.160, 0.030], [-0.080, -0.146, -0.060], [0.025, 0.106, 0.231], [0.321, -0.027, -0.273], [0.196, -0.017, -0.030], [0.036, -0.065, -0.013], [0.142, 0.036, -0.122], [0.045, -0.057, -0.109], [0.357, -0.162, 0.150], [-1.142, 0.214, -1.135], [0.421, -0.241, 0.545], [-0.441, -0.003, 0.507], [0.300, -0.095, 0.023], [-0.120, 0.032, 0.232], [0.008, 0.210, 0.022], [-0.034, -0.018, 0.039], [-0.116, 0.013, 0.064], [-0.026, -0.068, -0.034], [0.086, 0.093, -0.018], [-0.028, -0.166, -0.014], [0.001, 0.034, -0.051], [0.004, 0.013, -0.060], [0.079, 0.022, 0.047], [0.074, 0.326, -0.100], [0.147, -0.360, 0.012], [-0.176, -0.037, -0.184], [0.168, -0.027, -0.010], [0.053, -0.243, -0.056], [-0.056, -0.033, -0.015], [-0.145, -0.092, 0.068], [-0.102, 0.051, 0.111], [0.021, -0.032, -0.013], [0.021, 0.008, 0.042], [0.051, -0.022, -0.015], [-0.009, 0.029, 0.058], [0.009, -0.019, -0.009], [-0.020, 0.005, 0.007], [-0.092, 0.001, 0.028], [0.005, -0.011, 0.000], [0.026, -0.002, 0.018], [-0.035, -0.036, -0.010], [-0.006, 0.012, 0.000], [-0.015, -0.020, 0.000], [-0.004, 0.006, 0.029], [-0.034, 0.058, 0.065], [-0.100, 0.116, 0.049], [0.027, 0.028, 0.041], [-0.009, 0.011, 0.029], [-0.003, 0.001, 0.000], [0.027, 0.002, 0.028], [0.073, 0.015, 0.025], [0.016, 0.004, 0.006], [0.020, 0.024, -0.010], [0.000, -0.017, 0.000], [-0.008, 0.011, -0.003], [-0.021, -0.001, -0.007], [0.002, -0.009, 0.006], [-0.015, 0.004, -0.014], [0.002, 0.004, -0.006], [0.000, -0.001, -0.025], [0.014, -0.006, -0.003], [-0.015, 0.003, -0.022], [-0.064, -0.141, -0.014], [-0.156, 0.195, 0.174], [0.017, 0.057, -0.026], [0.016, -0.030, 0.057], [-0.121, -0.082, 0.120], [0.093, 0.174, -0.187], [0.172, 0.121, 0.025], [0.001, 0.002, 0.010], [0.005, -0.020, 0.013], [0.006, 0.005, -0.028], [-0.006, 0.011, -0.005]],
  "e_above_lowest_kj_mol": 161.2,
  "total_charge": -1,
  "multiplicity": 1
}

---

| no. | orbital gap (hartree) | energy (eV) | E_LUMO (eV) |
| --- | --- | --- | --- |
| 1 | 0.293 | -61093.0583 | -0.177 |
| 2 | 0.367 | -12288.6579 | 0.954 |
| 3 | 0.266 | -113231.1240 | 2.316 |